Molecular formula: C8H6F3N2OOsS2
Method: DFT, wB97M-V/def2-TZVPD

Last column: Mulliken charge in e.
Element x y z (Å)
Os1 1.331 -0.599 0.582  1.004
F1 -2.799 3.752 -0.500  -0.232
C1 -1.539 3.438 -0.827  0.727
F2 -0.728 3.943 0.106  -0.251
F3 -1.258 4.032 -1.994  -0.222
C2 -1.409 1.937 -0.958  -0.060
C3 -2.371 1.252 -1.693  -0.322
C4 -2.295 -0.128 -1.824  -0.809
C5 -1.265 -0.799 -1.204  0.072
N1 -0.329 -0.141 -0.511  -0.481
C6 -0.371 1.211 -0.392  0.813
S1 1.036 1.743 0.509  -0.284
H1 -3.180 1.803 -2.155  0.477
H2 -3.031 -0.677 -2.392  0.420
H3 -1.169 -1.876 -1.250  0.468
S2 -0.479 -4.485 2.338  -0.206
C7 0.191 -3.252 1.654  0.657
N2 0.709 -2.307 1.118  -0.748
C8 3.816 -1.812 1.902  -0.482
O1 3.018 -0.798 1.343  -0.235
H4 3.203 -2.618 2.315  0.181
H5 4.438 -1.391 2.692  0.244
H6 4.479 -2.230 1.142  0.272

Values from the calculation:
⟨S²⟩: 6.040
Orbital gap (spin up / spin down): 8.49 / 6.51 eV
Strongest force on any atom: 0.02148 Eh/bohr
E_HOMO (spin up / spin down): -12.712 / -13.079 eV
Total charge: +1
2S+1: 5

=====

Molecular formula: C20H20F3N3O5
Method: DFT, wB97M-V/def2-TZVPD

Last column: Mulliken charge in e.
Element x y z (Å)
O1 -4.689 -7.108 -1.575  -0.687
O2 3.756 6.391 -1.139  -0.723
O3 0.796 3.018 -1.564  -0.716
F1 0.243 -0.062 4.347  -0.276
F2 0.764 -0.004 2.196  -0.156
F3 1.220 -1.799 3.404  -0.257
O4 -1.215 -4.402 -0.279  -0.452
O5 2.003 2.258 0.923  -0.468
C1 -3.519 -6.787 -1.695  -0.064
C2 3.449 6.005 -0.018  0.833
C3 1.723 3.822 -1.641  0.535
C4 -3.404 -4.794 0.083  -1.316
C5 -0.806 -6.173 -2.054  -0.910
C6 -1.611 -5.426 -1.095  0.469
C7 -2.928 -5.715 -0.919  0.879
C8 -2.328 -4.019 0.437  0.833
C9 -1.383 -7.188 -2.789  -0.317
C10 -3.450 -1.415 2.954  -0.723
C11 -3.496 -2.442 2.007  -0.692
C12 -2.223 -0.879 3.350  -0.625
C13 -1.088 -2.386 1.837  -0.348
C14 -2.313 -2.940 1.436  0.767
C15 -1.023 -1.365 2.802  -0.096
N1 -2.739 -7.479 -2.594  -0.027
N2 1.672 4.890 -2.444  -0.122
N3 3.062 4.758 0.237  -0.124
C16 3.497 6.953 1.156  -1.218
C17 0.325 -0.795 3.203  0.835
C18 0.545 5.227 -3.311  -0.935
C19 3.040 2.333 -0.031  -0.967
C20 2.977 3.681 -0.759  0.033
H1 1.174 2.160 0.433  0.320
H2 -4.414 -4.746 0.475  0.433
H3 0.242 -5.917 -2.174  0.411
H4 -0.789 -7.751 -3.506  0.386
H5 -4.371 -1.031 3.384  0.389
H6 -4.466 -2.836 1.718  0.320
H7 -2.212 -0.080 4.086  0.445
H8 -0.166 -2.757 1.394  0.492
H9 -3.198 -8.229 -3.100  0.244
H10 2.448 5.543 -2.386  0.297
H11 2.794 4.515 1.181  0.255
H12 4.211 6.580 1.888  0.333
H13 3.813 7.935 0.807  0.329
H14 2.508 7.024 1.605  0.336
H15 0.233 4.344 -3.873  0.298
H16 -0.294 5.572 -2.704  0.291
H17 0.834 6.015 -4.008  0.347
H18 2.947 1.517 -0.749  0.351
H19 4.001 2.245 0.478  0.461
H20 3.845 3.744 -1.415  0.294

Values from the calculation:
Orbital gap: 8.11 eV
Energy relative to the best compared isomer or geometry (same formula, charge and spin): 0.00 kJ/mol
Structure (SMILES): O=c1[nH]ccc2oc(-c3cccc(C(F)(F)F)c3)cc12.CNC(=O)[C@H](CO)NC(C)=O
Strongest force on any atom: 0.04179 Eh/bohr
E_HOMO: -7.974 eV

=====

Molecular formula: C35H34IN3O18P
Method: DFT, wB97M-V/def2-TZVPD

Last column: Mulliken charge in e.
Element x y z (Å)
C1 0.321 -4.068 3.624  -0.802
C2 0.233 -2.959 2.445  -0.458
I1 1.083 -3.954 0.652  0.173
C3 -1.263 -2.518 2.054  -0.197
N1 -1.670 -1.119 2.502  0.223
C4 -1.343 -0.035 1.493  -0.647
C5 0.176 0.077 1.040  0.055
C6 1.131 0.851 2.100  -0.036
O1 0.998 2.081 2.316  -0.357
O2 2.142 0.181 2.866  -0.498
P1 -1.102 -0.718 4.180  0.137
N2 -1.215 0.883 4.389  -0.638
C7 -3.199 -1.164 2.470  0.509
C8 -3.989 -1.951 1.353  -0.189
C9 -5.538 -1.924 1.413  -0.362
N3 -6.364 -1.245 2.361  -0.482
C10 -5.636 -0.503 3.337  -0.339
C11 -4.092 -0.401 3.489  -0.505
H1 1.018 -3.703 4.449  0.283
H2 -0.724 -4.262 4.086  0.310
H3 0.644 -5.069 3.175  0.316
H4 0.947 -2.069 2.626  0.295
H5 -1.961 -3.261 2.600  0.493
H6 -1.353 -2.607 0.909  -0.086
H7 -1.725 1.006 1.806  0.590
H8 -1.958 -0.299 0.548  0.430
H9 0.190 0.766 0.108  0.422
H10 0.654 -0.907 0.667  0.031
H11 2.812 -0.243 2.283  0.387
H12 -1.981 -1.369 5.107  0.230
H13 0.270 -1.038 4.412  0.188
H14 -0.280 1.265 4.606  0.259
H15 -3.479 -2.528 0.518  0.215
H16 -6.083 -2.531 0.599  0.333
H17 -6.263 0.089 4.103  0.327
H18 -3.673 0.242 4.326  0.396
C12 -0.237 5.060 2.806  -0.620
C13 0.062 6.019 3.684  0.252
C14 -0.801 7.224 3.840  0.770
O3 -0.509 8.072 4.664  -0.612
C15 -1.982 7.341 2.976  -0.932
C16 -2.278 6.382 2.096  0.292
C17 -1.430 5.165 1.960  0.926
O4 -1.740 4.296 1.156  -0.754
O5 -3.370 6.479 1.286  -0.589
O6 1.168 5.935 4.474  -0.598
H19 0.379 4.179 2.684  0.803
H20 -2.590 8.229 3.087  0.435
H21 -3.365 5.665 0.746  0.348
H22 1.160 6.747 5.019  0.358
C18 -1.621 -4.678 -2.461  -0.677
C19 -1.161 -5.228 -3.588  0.279
C20 -1.172 -4.479 -4.878  0.870
O7 -0.728 -5.005 -5.881  -0.625
C21 -1.730 -3.123 -4.881  -0.941
C22 -2.192 -2.576 -3.754  0.329
C23 -2.156 -3.315 -2.460  0.653
O8 -2.571 -2.774 -1.442  -0.509
O9 -2.715 -1.317 -3.743  -0.589
O10 -0.664 -6.492 -3.604  -0.604
H23 -1.617 -5.209 -1.519  0.609
H24 -1.748 -2.597 -5.826  0.477
H25 -2.976 -1.152 -2.817  0.301
H26 -0.396 -6.657 -4.531  0.348
C24 2.631 7.318 -0.495  -1.018
C25 3.715 7.107 -1.246  0.348
C26 3.954 5.794 -1.913  0.868
O11 4.944 5.643 -2.607  -0.595
C27 2.974 4.724 -1.697  -0.876
C28 1.893 4.935 -0.943  0.402
C29 1.641 6.256 -0.299  0.942
O12 0.633 6.416 0.368  -0.441
O13 0.975 3.947 -0.731  -0.560
O14 4.644 8.082 -1.435  -0.560
H27 2.445 8.266 -0.008  0.450
H28 3.168 3.772 -2.171  0.441
H29 0.289 4.346 -0.157  0.240
H30 5.325 7.685 -2.014  0.347
C30 2.529 -4.930 -5.420  -0.850
C31 3.174 -3.841 -4.997  0.331
C32 4.419 -3.943 -4.182  0.900
O15 4.992 -2.926 -3.829  -0.620
C33 4.903 -5.282 -3.831  -0.928
C34 4.255 -6.371 -4.251  0.365
C35 3.026 -6.269 -5.089  0.842
O16 2.470 -7.285 -5.470  -0.635
O17 4.691 -7.620 -3.930  -0.558
O18 2.722 -2.590 -5.294  -0.566
H31 1.626 -4.870 -6.013  0.578
H32 5.797 -5.342 -3.224  0.440
H33 4.057 -8.233 -4.351  0.354
H34 3.361 -1.978 -4.879  0.350

Values from the calculation:
Orbital gap: 7.03 eV
Strongest force on any atom: 0.11945 Eh/bohr
E_HOMO: -11.133 eV
Total charge: +1